1.
ORCA calculation (ωB97M-V/def2-TZVPD) on a structure of composition C42H93AsF6N3O12S6 in a non-equilibrium geometry.

Output
Kohn-Sham gap	0.3164	hartree
spin multiplicity	1
net charge	-1
F_max	2.03	eV/A

XYZ file:
```
163
Properties=species:S:1:pos:R:3:forces:R:3
As 0.8787 0.1573 -0.0980 0.43 -0.49 -1.04
F -0.6789 -0.5837 -0.3065 -0.19 0.10 0.47
F 0.1735 1.7188 -0.5070 0.07 -0.24 0.34
F 2.4326 0.9178 0.0230 -0.07 0.26 -0.07
F 1.6131 -1.3847 0.1690 -0.22 -0.01 0.43
F 1.1679 -0.1400 -1.7887 0.12 0.44 -0.26
F 0.6513 0.4030 1.5965 -0.36 0.11 0.08
C -4.0738 1.5953 5.5772 0.60 0.32 -1.34
C -4.2061 0.0732 5.4957 1.22 -0.14 1.40
N -4.6099 -0.5520 4.2579 -0.38 0.37 0.39
C -5.9861 -0.1876 3.9726 -0.01 -1.88 -0.68
C -6.5534 -1.0262 2.8207 -0.56 1.06 -0.37
C -3.7017 -0.2925 3.1575 -0.06 0.30 -0.49
C -2.2676 -0.6847 3.4467 -0.18 -0.07 0.33
H -4.9677 2.2083 5.4507 -0.27 -0.30 0.61
H -3.4659 1.9534 4.7304 0.13 -0.19 0.15
H -3.4823 1.8518 6.4541 -0.39 0.19 0.22
H -3.2185 -0.3141 5.7739 0.07 0.06 -0.37
H -4.7428 -0.2973 6.3790 -0.78 -0.02 -0.54
H -6.5566 -0.5413 4.8303 -0.10 0.71 0.35
H -6.1351 0.8714 3.7386 -0.07 0.18 0.28
H -6.3516 -2.0902 2.8940 0.18 -0.03 0.14
H -7.6363 -0.8609 2.8281 0.00 -0.25 -0.05
H -6.2296 -0.6392 1.8521 0.18 -0.25 -0.06
H -3.7629 0.7545 2.8143 0.23 0.15 0.33
H -4.0416 -0.8275 2.2680 -0.07 -0.36 0.16
H -1.6474 -0.4758 2.5789 0.17 -0.15 -0.01
H -2.2345 -1.7397 3.7287 0.08 -0.09 -0.31
H -1.8690 -0.1605 4.3138 0.14 0.30 -0.20
C 0.2132 1.9876 -7.1415 -0.83 -0.77 0.83
C 0.6933 2.3970 -5.7409 0.35 0.69 -0.65
N -0.4017 2.8286 -4.8804 0.27 -0.94 -0.35
C -1.3847 1.7455 -4.6807 -0.35 1.32 0.87
C -0.8853 0.5649 -3.8558 -0.60 -0.08 -0.94
C 0.0533 3.3872 -3.6063 -0.62 0.58 -0.31
C 0.6851 4.7655 -3.8239 -0.01 -0.45 -0.17
H 0.9602 2.0832 -7.9219 0.13 0.02 0.04
H -0.7072 2.5109 -7.4103 0.26 0.37 -0.09
H -0.1062 0.9416 -7.0541 0.21 -0.02 -0.44
H 1.2862 1.5690 -5.3224 0.02 0.11 0.15
H 1.3620 3.2548 -5.8645 0.06 -0.11 0.18
H -2.2051 2.2566 -4.1551 0.01 -0.25 0.16
H -1.8482 1.4876 -5.6325 0.36 -0.32 -0.12
H -0.2318 -0.0369 -4.4921 0.11 -0.21 0.33
H -0.3660 0.8681 -2.9574 0.02 0.02 0.01
H -1.7555 -0.0334 -3.5729 0.17 -0.19 0.05
H 0.7227 2.7577 -3.0041 -0.06 -0.18 -0.17
H -0.8870 3.5053 -3.0563 0.24 0.07 0.35
H 0.6438 5.3588 -2.9110 0.12 0.06 -0.02
H 0.1406 5.2697 -4.6225 -0.06 0.15 0.11
H 1.7196 4.6608 -4.1543 0.07 0.15 0.15
C -1.1206 -3.8941 -1.6579 -0.99 -0.78 -0.10
C -2.0717 -4.2257 -0.4890 1.07 0.36 0.49
N -3.4668 -3.9480 -0.7309 -0.55 0.00 -0.59
C -3.7024 -2.5770 -1.1182 -0.25 1.64 1.04
C -5.1113 -2.2101 -1.5949 -0.03 -0.70 0.32
C -4.3177 -4.2549 0.4035 -0.50 -0.37 0.31
C -4.1226 -5.6555 0.9611 0.44 -0.19 -0.20
H -0.3381 -3.2112 -1.3569 0.16 0.06 -0.12
H -1.6970 -3.4981 -2.4952 0.20 0.15 0.00
H -0.7269 -4.8524 -1.9941 0.49 0.24 -0.13
H -1.9446 -5.2776 -0.2419 -0.19 -0.04 -0.09
H -1.6902 -3.6876 0.4054 -0.28 0.10 0.00
H -2.9479 -2.1428 -1.7722 -0.01 -0.59 -0.28
H -3.5990 -1.9360 -0.2100 0.32 -0.09 0.01
H -5.8085 -2.2393 -0.7542 -0.03 -0.05 -0.03
H -5.4951 -2.9072 -2.3439 0.09 0.24 -0.21
H -5.1156 -1.1788 -1.9347 0.03 0.03 -0.36
H -4.2088 -3.5173 1.2212 0.35 0.06 0.00
H -5.3633 -4.1494 0.1057 0.06 -0.07 -0.20
H -3.1206 -5.7617 1.3796 -0.12 -0.03 0.21
H -4.8478 -5.9012 1.7356 -0.05 0.15 0.00
H -4.1953 -6.4064 0.1700 -0.13 0.07 -0.03
C 0.9601 -4.7263 2.9130 -0.47 0.61 -0.22
C 2.2017 -5.5758 3.1407 0.30 -0.64 0.63
C 2.7456 -5.9345 1.7773 -0.61 -0.43 -1.40
S 2.4961 -4.4806 0.6856 -0.65 0.68 1.80
O 1.7162 -4.8308 -0.4861 0.31 -0.41 0.06
O 3.6893 -3.7080 0.5745 0.34 -0.34 -0.18
C 1.3716 -3.6838 1.8970 0.46 0.65 -0.93
H 0.5852 -4.2321 3.8116 0.22 -0.09 0.11
H 0.0948 -5.2627 2.5087 0.31 -0.44 0.06
H 2.0053 -6.4913 3.7066 -0.25 -0.02 -0.15
H 2.9502 -5.0751 3.7595 -0.05 0.43 -0.27
H 2.0674 -6.6497 1.2976 0.10 -0.18 0.19
H 3.7521 -6.3303 1.6891 0.17 0.28 0.19
H 0.6075 -3.2238 1.2740 -0.29 -0.14 0.25
H 1.9566 -2.8641 2.3182 0.11 -0.12 0.05
C 4.7171 3.0693 -1.7692 1.67 -0.17 -0.16
C 3.9702 2.0766 -2.6597 -0.27 0.50 -0.40
C 4.6258 0.6958 -2.7229 0.30 0.38 1.56
S 5.6697 0.6588 -1.1777 -0.11 -0.47 -0.16
O 7.0551 0.6619 -1.5939 0.03 0.41 -0.28
O 5.2689 -0.3432 -0.2357 -0.19 0.22 0.03
C 5.2139 2.2957 -0.5569 -1.19 -0.55 -0.32
H 4.0991 3.9142 -1.4704 -0.03 0.04 -0.08
H 5.6205 3.4433 -2.2690 -0.30 0.22 -0.19
H 3.8606 2.4988 -3.6604 -0.22 -0.02 0.00
H 2.9853 1.9815 -2.1934 -0.08 -0.28 -0.35
H 5.3539 0.4463 -3.4872 -0.16 0.37 -0.35
H 3.8370 -0.0436 -2.6865 0.22 -0.38 0.24
H 6.0196 2.7349 0.0164 0.06 -0.02 0.04
H 4.3223 2.0830 0.0375 0.44 0.00 0.40
C -3.5685 1.8017 -0.0085 -0.13 0.03 -0.14
C -5.0428 2.2310 0.2118 0.34 -0.21 -1.25
C -5.0708 3.0631 1.4564 0.10 -0.12 0.49
S -3.6778 4.1842 1.2662 1.26 -0.61 -0.08
O -3.1124 4.4103 2.5741 -0.10 0.11 0.11
O -3.8950 5.3203 0.4069 -0.69 -0.01 0.00
C -2.6657 2.9881 0.3229 0.31 0.60 0.11
H -3.4136 1.4610 -1.0309 0.02 0.11 -0.08
H -3.3687 0.9269 0.6077 0.22 0.14 0.23
H -5.6399 1.3208 0.1995 -0.31 0.14 0.42
H -5.3836 2.8384 -0.6334 0.03 -0.04 -0.01
H -4.7424 2.4534 2.3014 -0.16 0.14 0.13
H -5.9935 3.5739 1.7171 0.01 0.16 -0.18
H -1.7431 2.8037 0.8723 -0.30 -0.45 0.39
H -2.2901 3.5384 -0.5404 -0.47 -0.02 -0.25
C 1.6286 -3.6758 -4.1721 -0.42 1.42 -0.72
C 2.3295 -4.9412 -3.7266 -0.31 -1.21 -0.91
C 3.8283 -4.6613 -3.4984 -1.21 0.10 0.82
S 3.9001 -2.8630 -3.1933 0.46 -0.66 -0.19
O 4.5746 -2.2568 -4.3224 -0.35 0.14 -0.15
O 4.3861 -2.6195 -1.8735 0.25 0.23 0.08
C 2.1365 -2.5859 -3.2426 -0.18 -0.35 0.92
H 0.5374 -3.7107 -4.1941 0.02 -0.30 0.46
H 1.8664 -3.3771 -5.2014 0.36 -0.37 0.00
H 2.1544 -5.7257 -4.4744 0.37 0.15 -0.14
H 1.8817 -5.3898 -2.8410 0.00 0.58 0.30
H 4.4706 -5.0006 -4.3002 0.17 0.32 -0.11
H 4.0748 -5.1160 -2.5421 0.51 0.02 -0.07
H 1.9159 -1.5259 -3.3392 0.03 -0.07 -0.75
H 1.7748 -2.8159 -2.2349 0.32 -0.07 0.10
C 1.1337 4.9657 0.1701 -0.51 0.29 0.47
C 1.9366 6.2267 -0.1645 1.42 -0.89 -0.34
C 2.7633 6.6236 1.0593 -0.95 0.62 -0.07
S 3.2401 5.0739 1.8760 -0.91 0.60 -1.11
O 2.9121 5.1885 3.2726 0.24 -0.18 0.15
O 4.5495 4.6827 1.4179 0.24 0.05 0.38
C 2.0299 4.0405 0.9798 1.09 0.52 -0.34
H 0.8849 4.4675 -0.7645 -0.42 -0.11 0.14
H 0.2390 5.1926 0.7528 -0.16 0.10 -0.23
H 1.3976 7.0435 -0.6349 -0.32 0.05 0.32
H 2.6776 5.9116 -0.9133 -0.13 0.07 -0.14
H 2.1126 7.1813 1.7352 0.17 -0.17 0.34
H 3.5932 7.2696 0.7869 0.34 -0.31 0.20
H 1.5881 3.3585 1.6961 -0.27 -0.11 -0.24
H 2.6634 3.5497 0.2421 0.01 -0.57 0.38
C 2.3150 0.7524 4.4646 -0.61 -0.33 -0.19
C 3.1309 1.8925 3.8347 -0.59 -0.43 -0.01
C 3.9892 1.2730 2.7374 0.51 0.01 1.27
S 4.5406 -0.3058 3.4168 -0.34 0.53 -0.29
O 5.7462 -0.0549 4.1747 -0.05 -0.13 0.20
O 4.5302 -1.2867 2.3730 -0.14 -0.49 0.49
C 3.1599 -0.5122 4.6036 0.12 -0.44 0.01
H 1.4991 0.4816 3.7879 0.06 0.25 -0.04
H 1.8317 1.0598 5.3928 0.21 -0.05 0.12
H 3.7146 2.3950 4.6042 0.17 0.08 -0.17
H 2.4243 2.6002 3.4036 0.19 0.16 0.22
H 4.9308 1.8146 2.6751 -0.08 0.11 -0.71
H 3.4537 1.0944 1.8127 0.19 -0.01 -0.07
H 3.5550 -0.7328 5.5948 0.31 0.43 -0.04
H 2.6000 -1.4069 4.3292 0.04 0.07 -0.29
```
Forces are in eV/Å.


2.
ORCA calculation (ωB97M-V/def2-TZVPD) on a structure of composition C13H17BN2O9Pb3 in a non-equilibrium geometry.

Output
Kohn-Sham gap	0.0632	hartree
spin multiplicity	1
net charge	+4
energy above the lowest of the compared OMol25 structures with the same formula, charge and spin	365.3	kJ/mol
F_max	6.64	eV/A

XYZ file:
```
45
Properties=species:S:1:pos:R:3:forces:R:3
Pb 3.7902 -1.9134 2.1411 -0.87 0.22 -0.36
Pb 2.2099 -2.7046 -1.5658 -1.14 0.00 1.56
Pb 4.8707 0.7055 -0.9448 -0.88 1.86 0.53
O -0.9396 -1.6573 2.2138 0.64 0.01 -0.70
C -0.7544 -2.8280 2.3377 -1.09 0.49 1.99
O -1.3551 -3.6001 3.2367 0.12 -0.71 -0.06
B -0.9508 -5.0259 3.1410 -0.76 0.80 0.63
O 0.0015 -4.9455 2.0112 2.78 2.19 -2.76
C 0.2392 -3.6980 1.5964 -0.90 -2.61 -0.56
O 1.0089 -3.2829 0.6729 0.19 -0.72 0.85
O -2.0396 -5.9745 2.8505 0.85 -1.70 1.77
C -1.9072 -7.0813 3.6385 -4.72 -3.67 -2.88
O -2.5861 -8.1371 3.5636 3.63 5.25 0.81
C -0.6497 -6.8252 4.6156 2.45 0.60 1.73
O -0.2516 -5.6032 4.3156 -0.54 0.63 -0.80
O -0.0940 -7.5096 5.4107 -1.57 -0.17 -1.07
C 1.4848 0.1712 0.2021 -2.90 4.43 0.69
O 2.6227 -0.5234 0.0910 4.05 -3.72 -1.29
H 1.0177 0.6342 -0.6671 0.15 -0.96 -1.31
H 0.6221 -0.1738 0.7721 0.43 -0.84 0.43
H 1.7867 1.1427 0.5932 -0.33 0.30 1.06
C 1.1927 5.7408 1.0022 -0.47 -0.28 -1.01
C 1.0713 4.8355 -0.2808 0.54 0.33 0.37
C 2.2087 5.0012 -1.4418 -0.39 -1.35 1.62
C 3.2889 4.0769 -0.9767 1.03 0.35 0.72
N 4.1169 3.4102 -0.4733 -1.20 -0.99 -1.40
H 2.1528 5.7688 1.5175 0.15 0.04 -0.42
H 0.4681 5.4251 1.7527 -0.07 -0.32 -0.15
H 0.8431 6.7325 0.7153 0.48 0.18 0.13
H 0.0561 4.9513 -0.6604 0.27 0.41 -0.54
H 1.0840 3.7804 -0.0075 0.22 -0.19 0.15
H 2.5875 6.0047 -1.6357 0.08 0.01 0.29
H 1.9010 4.5726 -2.3956 -0.34 0.12 -0.09
C -1.6371 1.9105 -3.7933 0.23 0.68 1.13
C -1.8200 0.8102 -2.7464 -0.03 -1.55 -1.12
C -3.2282 0.2683 -2.6531 -2.30 -1.04 -0.24
C -3.5255 -1.1549 -3.0931 0.74 1.51 0.20
N -3.7506 -2.2419 -3.3873 0.19 -0.06 0.06
H -0.7293 2.4503 -3.5239 -0.05 0.46 0.12
H -2.5084 2.5459 -3.6348 0.28 0.52 -0.51
H -1.4757 1.7104 -4.8526 -0.59 -0.78 0.17
H -1.6013 1.1136 -1.7225 0.70 0.22 -0.25
H -1.3040 -0.0901 -3.0803 1.08 0.04 0.49
H -3.8972 0.9171 -3.2184 -0.22 -0.10 -0.08
H -3.6204 0.2902 -1.6364 0.08 0.15 0.10
```
Forces are in eV/Å.


3.
ORCA calculation (ωB97M-V/def2-TZVPD) on an isolated molecule of C3H4N4O in a non-equilibrium geometry.

Output
Kohn-Sham gap	0.3593	hartree
spin multiplicity	1
SMILES	O/N=C\c1nc[nH]n1
net charge	0
energy above the lowest of the compared OMol25 structures with the same formula, charge and spin	375.7	kJ/mol
F_max	4.19	eV/A

XYZ file:
```
12
Properties=species:S:1:pos:R:3:forces:R:3
O 1.6125 -0.3777 -1.7860 -0.02 -1.12 -0.32
N 2.3227 -0.1767 -0.6382 -2.54 1.76 0.64
C 1.5314 0.1897 0.3530 1.50 -3.12 -2.36
C 0.0487 -0.0720 0.3463 -1.17 3.34 1.56
N -0.8358 -0.0540 -0.6761 -2.79 -1.09 -0.95
C -2.1253 0.0912 -0.1271 2.49 -1.17 0.74
N -1.8660 0.3151 1.1840 -1.84 -0.71 2.45
N -0.5869 0.2016 1.4925 0.58 0.10 0.92
H 0.6648 -0.5787 -1.5495 0.70 0.46 -0.71
H 2.1874 0.2450 1.1901 -0.71 0.49 1.37
H -3.1814 -0.2838 -0.3803 2.09 1.19 -0.48
H -2.5377 0.3839 2.0593 1.70 -0.12 -2.85
```
Forces are in eV/Å.


4.
ORCA calculation (ωB97M-V/def2-TZVPD) on an isolated molecule of C5H8N2O3 in a non-equilibrium geometry.

Output
Kohn-Sham gap	0.3782	hartree
spin multiplicity	1
SMILES	NC(=O)C1=NC[C@H](CO)O1
net charge	0
energy above the lowest of the compared OMol25 structures with the same formula, charge and spin	146.7	kJ/mol
F_max	4.55	eV/A

XYZ file:
```
18
Properties=species:S:1:pos:R:3:forces:R:3
N 2.6216 0.3549 -0.7227 1.21 1.38 -0.58
C 1.9376 0.4374 0.4227 -1.75 4.20 0.11
O 2.0691 1.5145 1.0261 -0.56 -1.83 0.64
C 0.6254 -0.3091 0.4254 0.45 -1.63 0.34
N 0.5103 -1.5273 0.0897 0.27 0.16 0.16
C -0.9125 -1.8511 0.1727 -0.27 -0.15 -0.07
C -1.5959 -0.5159 0.5477 -0.12 -0.26 0.12
C -2.5141 0.0253 -0.5324 0.14 -0.18 -0.16
O -3.0217 1.3026 -0.2342 -0.21 0.02 0.00
O -0.4766 0.3881 0.7172 -0.03 0.62 0.26
H 2.9229 -0.5610 -1.0321 0.23 0.60 -0.68
H 2.9974 1.3807 -0.8473 0.19 -3.37 -0.23
H -1.0760 -2.6357 0.9231 0.06 0.19 -0.18
H -1.2639 -2.2397 -0.7950 0.05 0.10 0.22
H -2.1246 -0.5532 1.5087 0.13 0.06 -0.22
H -3.3728 -0.6550 -0.6218 0.18 0.18 0.00
H -1.9775 0.0201 -1.4974 -0.08 -0.02 0.18
H -2.3067 1.9447 -0.2741 0.11 -0.05 0.07
```
Forces are in eV/Å.


5.
ORCA calculation (ωB97M-V/def2-TZVPD) on an isolated molecule of C2H3FNP in a non-equilibrium geometry.

Output
Kohn-Sham gap (spin up / spin down)	0.2535 / 0.2472	hartree
spin multiplicity	1
net charge	0
energy above the lowest of the compared OMol25 structures with the same formula, charge and spin	166.7	kJ/mol
F_max	4.39	eV/A

XYZ file:
```
8
Properties=species:S:1:pos:R:3:forces:R:3
C 0.4724 0.0516 -0.1155 1.57 -0.88 0.49
C 1.7111 0.3804 0.0079 0.97 1.46 1.76
N -0.6923 -0.3949 -0.0658 0.02 4.35 0.54
F -3.0917 -0.6768 0.1791 -0.39 -0.32 -0.07
P -2.0948 0.6133 0.1375 -0.73 0.37 0.04
H 2.3144 0.7362 0.9558 -1.56 -1.21 -1.55
H 2.2054 0.6086 -0.8978 0.78 0.28 -0.93
H -0.8245 -1.3184 -0.2011 -0.65 -4.07 -0.29
```
Forces are in eV/Å.


6.
ORCA calculation (ωB97M-V/def2-TZVPD) on a cluster of 2 separate species, C2H6N2 in total in a non-equilibrium geometry.

Output
Kohn-Sham gap (spin up / spin down)	0.0457 / 0.1730	hartree
spin multiplicity	2
⟨S²⟩	0.753
net charge	-1
energy above the lowest of the compared OMol25 structures with the same formula, charge and spin	186.6	kJ/mol
F_max	2.38	eV/A

XYZ file:
```
10
Properties=species:S:1:pos:R:3:forces:R:3
C -0.8340 3.2430 -4.1917 1.23 -1.89 -0.27
N -1.1835 4.4160 -3.9935 -1.53 0.91 -0.15
H -1.5180 2.3992 -4.3481 -0.68 0.65 0.23
H 0.1751 2.8007 -4.2466 0.31 0.81 0.05
H -0.5114 5.1686 -3.9217 0.66 -0.48 0.14
C 0.7920 -4.4102 4.0087 0.50 -0.99 0.39
N 0.9797 -3.0956 4.1247 -1.09 2.06 -0.46
H -0.2034 -4.7497 3.7163 0.13 -0.13 -0.10
H 1.5636 -5.1842 4.1475 -0.11 0.02 0.01
H 1.7361 -2.6410 4.6134 0.58 -0.95 0.16
```
Forces are in eV/Å.